Entry 1:
{
  "formula": "C28H75I2N2O12P",
  "method": "wB97M-V/def2-TZVPD",
  "elements": ["C", "C", "O", "C", "C", "C", "C", "N", "P", "N", "O", "O", "C", "C", "I", "C", "C", "I", "H", "H", "H", "H", "H", "H", "H", "H", "H", "H", "H", "H", "H", "H", "H", "H", "H", "H", "H", "H", "H", "C", "C", "O", "H", "H", "H", "H", "H", "H", "C", "C", "O", "H", "H", "H", "H", "H", "H", "C", "C", "O", "H", "H", "H", "H", "H", "H", "C", "C", "O", "H", "H", "H", "H", "H", "H", "C", "C", "O", "H", "H", "H", "H", "H", "H", "C", "C", "O", "H", "H", "H", "H", "H", "H", "C", "C", "O", "H", "H", "H", "H", "H", "H", "C", "C", "O", "H", "H", "H", "H", "H", "H", "C", "C", "O", "H", "H", "H", "H", "H", "H"],
  "xyz": [[5.409, 1.921, -0.815], [5.104, 3.159, -1.792], [4.505, 2.720, -3.027], [3.095, 2.449, -2.841], [2.782, 0.893, -2.648], [1.390, 0.474, -3.312], [1.432, -1.116, -3.637], [0.369, -1.891, -2.945], [0.814, -2.485, -1.353], [0.214, -1.310, -0.157], [2.507, -2.446, -1.104], [0.329, 0.709, -2.379], [-0.697, 1.566, -2.908], [-1.300, 2.346, -1.661], [0.117, 3.289, -0.273], [-2.684, 2.428, -1.398], [-3.753, 1.729, -2.357], [-3.321, 3.504, 0.403], [4.531, 1.700, -0.143], [6.391, 2.013, -0.272], [5.514, 1.012, -1.498], [6.120, 3.626, -2.016], [4.484, 3.963, -1.272], [2.547, 2.812, -3.776], [2.697, 3.035, -1.949], [2.799, 0.654, -1.538], [3.659, 0.327, -3.105], [1.308, 1.076, -4.270], [2.477, -1.527, -3.524], [1.194, -1.180, -4.754], [-0.005, -2.633, -3.539], [-0.809, -1.307, -0.142], [0.587, -1.572, 0.762], [2.675, -1.694, -0.500], [-0.329, 2.309, -3.679], [-1.443, 0.893, -3.435], [-3.993, 2.377, -3.246], [-3.340, 0.711, -2.646], [-4.672, 1.503, -1.724], [-4.659, 0.046, 2.374], [-3.486, -0.323, 1.486], [-2.895, -1.538, 1.931], [-4.334, 0.157, 3.411], [-5.118, 0.982, 2.047], [-5.418, -0.742, 2.360], [-2.722, 0.456, 1.520], [-3.807, -0.447, 0.445], [-3.575, -2.226, 1.890], [-1.092, 4.322, -7.716], [-0.879, 3.625, -6.386], [-0.326, 4.524, -5.441], [-0.146, 4.715, -8.097], [-1.513, 3.636, -8.454], [-1.768, 5.174, -7.601], [-0.186, 2.789, -6.500], [-1.826, 3.239, -5.992], [-0.946, 5.257, -5.337], [-5.236, -5.005, 4.468], [-4.539, -3.853, 3.771], [-4.632, -4.000, 2.356], [-4.791, -5.958, 4.172], [-5.165, -4.905, 5.554], [-6.292, -5.044, 4.188], [-3.480, -3.830, 4.037], [-4.987, -2.896, 4.056], [-5.570, -4.011, 2.125], [-3.307, 6.051, -2.689], [-2.602, 7.197, -3.378], [-2.697, 7.042, -4.790], [-2.864, 5.097, -2.987], [-3.239, 6.148, -1.604], [-4.363, 6.016, -2.974], [-1.545, 7.207, -3.107], [-3.038, 8.161, -3.099], [-3.632, 7.043, -5.026], [-0.039, 1.274, 4.350], [-1.402, 1.638, 4.907], [-1.724, 2.988, 4.586], [0.730, 1.937, 4.755], [0.220, 0.242, 4.596], [-0.021, 1.392, 3.263], [-1.410, 1.541, 5.994], [-2.178, 0.984, 4.495], [-1.723, 3.059, 3.626], [8.896, -0.715, 2.007], [8.260, 0.659, 2.092], [6.873, 0.581, 1.782], [8.770, -1.134, 1.006], [9.963, -0.667, 2.236], [8.417, -1.407, 2.705], [8.726, 1.341, 1.378], [8.374, 1.080, 3.097], [6.465, -0.015, 2.420], [1.134, -2.893, 7.278], [1.142, -1.706, 6.335], [0.735, -2.114, 5.033], [1.804, -3.675, 6.915], [1.449, -2.597, 8.282], [0.134, -3.331, 7.339], [2.145, -1.284, 6.259], [0.463, -0.921, 6.686], [-0.155, -2.477, 5.108], [-9.596, -5.974, 1.385], [-8.756, -4.768, 1.013], [-7.619, -4.674, 1.867], [-9.925, -5.906, 2.424], [-10.474, -6.052, 0.740], [-9.011, -6.895, 1.295], [-9.335, -3.851, 1.124], [-8.413, -4.836, -0.024], [-7.105, -5.485, 1.757], [7.322, -4.517, -1.078], [8.194, -3.341, -1.474], [9.320, -3.243, -0.606], [6.978, -4.408, -0.047], [6.453, -4.597, -1.733], [7.888, -5.452, -1.129], [7.633, -2.408, -1.401], [8.551, -3.450, -2.503], [9.817, -4.065, -0.680]],
  "mulliken_charge": [-0.457, -0.284, -0.486, -0.038, -0.482, 0.524, -0.981, -0.255, -0.148, -0.283, -0.359, 0.203, 0.094, -0.307, -0.049, 0.233, -1.084, -0.102, 0.165, 0.164, 0.124, 0.341, 0.195, 0.113, 0.056, -0.090, 0.305, 0.141, 0.296, 0.373, 0.373, 0.057, 0.243, 0.259, 0.130, 0.037, 0.245, 0.328, 0.345, -1.189, 0.099, -0.456, 0.228, 0.335, 0.309, 0.168, 0.326, 0.237, -1.196, -0.006, -0.455, 0.287, 0.371, 0.286, 0.311, 0.170, 0.207, -1.156, -0.010, -0.564, 0.282, 0.387, 0.268, 0.279, 0.234, 0.340, -0.654, -0.412, -0.506, 0.074, 0.265, 0.355, 0.292, 0.319, 0.289, -0.583, 0.067, -0.530, 0.295, 0.066, 0.187, 0.338, -0.110, 0.282, -0.964, -0.198, -0.424, 0.169, 0.329, 0.323, 0.285, 0.249, 0.243, -1.139, -0.117, -0.468, 0.277, 0.347, 0.330, 0.314, 0.187, 0.253, -1.056, -0.329, -0.499, 0.277, 0.351, 0.345, 0.273, 0.286, 0.267, -1.029, -0.111, -0.509, 0.262, 0.311, 0.348, 0.201, 0.268, 0.281],
  "homo_lumo_gap_ha": 0.26855,
  "charge": 0,
  "e_homo_ha": -0.272
}

***

Entry 2:
{
  "formula": "C21H16F12MoNO3",
  "method": "wB97M-V/def2-TZVPD",
  "elements": ["Mo", "C", "C", "C", "C", "C", "N", "C", "C", "C", "C", "C", "C", "C", "C", "O", "C", "F", "F", "F", "C", "F", "F", "F", "C", "C", "C", "O", "C", "F", "F", "F", "C", "F", "F", "F", "H", "H", "H", "H", "H", "H", "H", "H", "H", "H", "H", "H", "C", "O", "H", "H", "H", "H"],
  "xyz": [[0.356, -0.349, -0.277], [-1.153, -3.050, 6.160], [-1.137, -2.651, 4.747], [-2.080, -3.150, 3.831], [-2.015, -2.775, 2.525], [-1.060, -1.782, 2.044], [-1.196, -1.316, 0.806], [-2.431, -1.491, 0.171], [-3.597, -1.161, 0.896], [-4.849, -1.347, 0.347], [-4.980, -1.895, -0.927], [-6.309, -2.154, -1.543], [-3.806, -2.214, -1.655], [-2.544, -1.984, -1.164], [-1.291, -2.340, -1.952], [-0.317, -1.353, -1.616], [-0.716, -3.733, -1.563], [-0.630, -3.793, -0.211], [-1.526, -4.685, -1.970], [0.499, -3.902, -2.050], [-1.443, -2.175, -3.501], [-0.257, -2.278, -4.071], [-2.259, -3.084, -4.006], [-1.935, -0.956, -3.737], [0.023, -1.421, 2.961], [-0.062, -1.834, 4.250], [1.271, -0.696, 2.487], [0.977, 0.109, 1.373], [1.945, 0.223, 3.554], [1.011, 0.915, 4.194], [2.610, -0.537, 4.420], [2.777, 1.051, 2.954], [2.254, -1.752, 1.892], [2.438, -2.799, 2.640], [3.383, -1.222, 1.508], [1.587, -2.193, 0.720], [-2.167, -3.229, 6.517], [-0.624, -2.347, 6.802], [-0.624, -4.016, 6.232], [-2.804, -3.887, 4.155], [-2.623, -3.284, 1.790], [-3.486, -0.670, 1.855], [-5.729, -1.051, 0.903], [-7.116, -1.689, -0.982], [-6.483, -3.235, -1.569], [-6.335, -1.802, -2.575], [-3.934, -2.654, -2.634], [0.710, -1.569, 4.960], [0.609, 2.298, -1.641], [-0.330, 1.482, -0.832], [0.975, 3.113, -1.025], [0.090, 2.632, -2.535], [1.427, 1.628, -1.930], [-1.169, 1.935, -0.660]],
  "mulliken_charge": [1.503, -1.657, 0.465, -1.190, 0.205, 0.690, 0.436, -0.358, 0.174, -1.082, 0.530, -1.600, -0.819, -0.501, 1.539, -0.817, 0.400, -0.191, -0.223, -0.232, 0.538, -0.216, -0.195, -0.228, -0.420, -0.727, 1.304, -0.937, 0.600, -0.216, -0.207, -0.209, 0.575, -0.196, -0.214, -0.171, 0.449, 0.452, 0.381, 0.548, 0.661, 0.733, 0.488, 0.415, 0.363, 0.415, 0.739, 0.652, -0.417, -0.444, 0.300, 0.327, 0.258, 0.329],
  "homo_lumo_gap_ha": [0.19918, 0.20331],
  "charge": 3,
  "e_homo_ha": [-0.680, -0.683]
}

***

Entry 3:
{
  "formula": "C13H21N4O6P",
  "method": "wB97M-V/def2-TZVPD",
  "elements": ["C", "C", "C", "C", "C", "O", "O", "C", "C", "C", "O", "N", "C", "C", "N", "C", "N", "C", "N", "C", "P", "O", "O", "O", "H", "H", "H", "H", "H", "H", "H", "H", "H", "H", "H", "H", "H", "H", "H", "H", "H", "H", "H", "H", "H"],
  "xyz": [[-0.677, -1.453, -2.721], [0.164, -1.927, -1.525], [1.539, -2.469, -2.012], [-0.534, -2.990, -0.675], [-0.054, -2.652, 0.737], [-0.200, -3.425, 1.668], [0.370, -1.386, 0.850], [0.290, -0.786, -0.467], [1.435, 0.196, -0.696], [1.109, 1.536, -0.030], [0.967, 2.557, -0.677], [0.802, 1.485, 1.317], [0.431, 2.644, 2.106], [1.169, 2.563, 3.426], [2.578, 2.207, 3.216], [3.477, 2.744, 2.293], [4.645, 2.188, 2.419], [4.418, 1.325, 3.489], [3.210, 1.274, 3.945], [-1.104, 2.538, 2.347], [-2.053, 2.787, 0.891], [-2.179, 1.523, 0.122], [-3.540, 3.298, 1.221], [-1.366, 3.801, -0.109], [-0.203, -0.552, -3.133], [-1.705, -1.208, -2.434], [-0.675, -2.221, -3.510], [2.102, -1.707, -2.531], [2.111, -2.840, -1.165], [1.419, -3.264, -2.744], [-0.231, -4.014, -0.924], [-1.604, -2.924, -0.757], [-0.634, -0.192, -0.512], [1.609, 0.352, -1.787], [2.376, -0.219, -0.273], [0.836, 0.557, 1.790], [0.662, 3.615, 1.627], [1.107, 3.535, 3.925], [0.640, 1.822, 4.036], [3.216, 3.436, 1.487], [5.176, 0.638, 3.922], [-1.364, 1.548, 2.691], [-1.440, 3.286, 3.070], [-3.927, 3.262, 0.352], [-0.555, 3.322, -0.451]],
  "mulliken_charge": [-1.697, 1.402, -1.777, -0.797, 0.258, -0.634, -0.378, 0.444, -1.026, 0.508, -0.836, 0.454, -0.192, -1.094, 0.921, 0.041, -0.631, -0.183, -1.049, -0.759, 0.727, -0.632, -0.540, -0.594, 0.337, 0.432, 0.435, 0.348, 0.442, 0.482, 0.317, 0.369, 0.200, 0.423, 0.244, 0.363, 0.386, 0.407, 0.460, 0.446, 0.396, 0.401, 0.387, 0.333, 0.459],
  "homo_lumo_gap_ha": 0.38728,
  "charge": 0,
  "smiles": "CC1(C)CC(=O)O[C@H]1CC(=O)N[C@H](Cn1cncn1)CP(=O)(O)O",
  "e_homo_ha": -0.370
}

***

Entry 4:
{
  "formula": "H20NO12S",
  "method": "wB97M-V/def2-TZVPD",
  "elements": ["N", "H", "H", "H", "H", "S", "O", "O", "O", "O", "O", "H", "H", "O", "H", "H", "O", "H", "H", "O", "H", "H", "O", "H", "H", "O", "H", "H", "O", "H", "H", "O", "H", "H"],
  "xyz": [[0.980, -0.401, 0.441], [0.846, -0.361, 1.447], [0.278, -0.173, -0.166], [1.171, -1.437, 0.136], [1.701, 0.153, 0.292], [-1.404, 2.829, -1.025], [-1.434, 3.897, -1.970], [-0.237, 2.075, -1.224], [-1.556, 3.229, 0.374], [-2.338, 1.843, -1.320], [1.200, 0.518, -2.586], [0.591, 0.435, -3.282], [0.729, 1.266, -2.078], [2.120, 3.231, -0.735], [2.132, 4.055, -1.119], [1.237, 2.760, -0.949], [-0.331, -3.165, 1.753], [0.167, -3.047, 2.534], [-1.159, -3.069, 2.253], [-2.358, -0.119, 0.310], [-2.255, 0.587, -0.169], [-3.383, -0.321, 0.624], [-1.624, 0.468, 2.756], [-2.071, 0.485, 1.820], [-1.764, -0.380, 3.015], [1.865, -1.895, 3.150], [2.393, -1.078, 3.438], [2.581, -2.586, 3.230], [2.841, -1.484, -1.846], [2.071, -1.025, -2.212], [2.709, -2.392, -2.176], [-1.788, -1.946, -1.644], [-1.762, -1.633, -0.759], [-2.147, -1.318, -2.315]],
  "mulliken_charge": [-0.141, 0.286, 0.053, 0.419, 0.351, 1.055, -0.745, -0.798, -0.733, -0.862, -0.764, 0.301, 0.435, -0.713, 0.267, 0.471, -0.568, 0.266, 0.310, -0.684, 0.412, 0.306, -0.672, 0.466, 0.231, -0.643, 0.324, 0.312, -0.641, 0.381, 0.333, -0.656, 0.313, 0.326],
  "homo_lumo_gap_ha": 0.19662,
  "charge": -1,
  "e_homo_ha": -0.143
}